Density functional theory data (ωB97M-V with the def2-TZVPD basis set) for a cluster of 5 separate species, C29H32F7OP in total at a distorted geometry.

Last column: Mulliken charge in e.
Geometry (Å):
O: -6.085 -3.035 -4.664  -0.530
C: -6.038 -3.261 -3.236  -0.082
C: -5.042 -4.473 -2.951  -0.745
P: -3.202 -3.988 -2.836  0.046
C: -1.301 -3.707 -2.752  0.560
F: -0.631 -4.934 -2.607  -0.304
F: -0.914 -3.199 -4.039  -0.313
C: -0.802 -2.620 -1.694  0.705
F: 0.579 -2.892 -1.469  -0.316
F: -0.839 -1.300 -2.174  -0.282
C: -1.497 -2.691 -0.258  0.592
F: -2.475 -1.707 -0.160  -0.214
F: -1.923 -3.959 0.115  -0.238
F: -0.507 -2.335 0.683  -0.227
H: -5.412 -2.355 -4.861  0.320
H: -5.848 -2.330 -2.612  0.323
H: -7.083 -3.627 -2.932  -0.070
H: -5.147 -5.268 -3.773  0.330
H: -5.318 -5.016 -1.979  0.386
H: -3.125 -4.018 -4.273  0.059
H: -3.499 -2.727 -2.225  -0.023
H: -2.999 -5.166 -2.007  0.027
C: 1.495 0.062 0.632  -0.182
C: 2.378 0.499 1.613  -0.594
C: 2.198 1.743 2.209  -0.412
C: 1.136 2.553 1.820  -0.328
C: 0.257 2.120 0.832  -0.664
C: 0.435 0.874 0.239  -0.126
H: 1.631 -0.911 0.173  0.345
H: 3.208 -0.131 1.915  0.373
H: 2.885 2.082 2.977  0.431
H: 0.993 3.522 2.285  0.454
H: -0.568 2.753 0.524  0.359
H: -0.251 0.536 -0.530  0.336
C: 3.073 5.904 1.350  -0.436
C: 4.141 5.065 1.650  -0.320
C: 5.083 5.449 2.599  -0.480
C: 4.958 6.674 3.246  -0.409
C: 3.895 7.517 2.940  -0.379
C: 2.951 7.132 1.994  -0.416
H: 2.335 5.602 0.615  0.425
H: 4.240 4.111 1.143  0.458
H: 5.914 4.793 2.835  0.452
H: 5.691 6.972 3.988  0.377
H: 3.801 8.475 3.441  0.362
H: 2.121 7.788 1.757  0.365
C: 8.488 3.991 0.366  -0.359
C: 9.556 3.152 0.665  -0.378
C: 10.498 3.535 1.614  -0.360
C: 10.373 4.761 2.261  -0.374
C: 9.310 5.603 1.955  -0.363
C: 8.366 5.218 1.009  -0.410
H: 7.750 3.688 -0.370  0.372
H: 9.654 2.198 0.159  0.355
H: 11.329 2.880 1.850  0.353
H: 11.106 5.059 3.003  0.356
H: 9.216 6.561 2.455  0.364
H: 7.536 5.875 0.772  0.445
C: -9.360 -4.708 -1.282  -0.359
C: -8.867 -5.895 -1.817  -0.339
C: -8.518 -6.945 -0.975  -0.416
C: -8.657 -6.809 0.402  -0.389
C: -9.141 -5.620 0.937  -0.362
C: -9.494 -4.570 0.096  -0.420
H: -9.639 -3.892 -1.939  0.438
H: -8.756 -6.000 -2.891  0.398
H: -8.137 -7.871 -1.393  0.365
H: -8.387 -7.629 1.058  0.370
H: -9.244 -5.511 2.012  0.359
H: -9.874 -3.644 0.513  0.363

Results
HOMO-LUMO gap: 9.7 eV
E_tot: -60947.036 eV
Max |F|: 2.88 eV/Å